20 unconnected molecules or ions with the total composition C87H223N9O29 in a non-equilibrium geometry, computed with ωB97M-V with the def2-TZVPD basis set.

Element x y z (Å)
C: 1.66 -1.10 -2.69
O: 2.90 -1.80 -2.82
C: 3.80 -1.06 -3.63
C: 5.06 -1.92 -3.86
N: 4.79 -3.04 -4.78
C: 5.75 -4.13 -4.66
C: 5.74 -5.01 -3.41
O: 4.38 -5.31 -3.10
C: 4.23 -6.22 -2.02
H: 1.77 -0.28 -1.94
H: 0.92 -1.87 -2.41
H: 1.28 -0.70 -3.66
H: 4.06 -0.12 -3.09
H: 3.23 -0.85 -4.59
H: 5.39 -2.35 -2.88
H: 5.88 -1.29 -4.23
H: 3.81 -3.39 -4.53
H: 6.73 -3.74 -4.90
H: 5.53 -4.77 -5.53
H: 6.04 -4.42 -2.54
H: 6.39 -5.88 -3.51
H: 4.62 -5.73 -1.10
H: 4.85 -7.11 -2.14
H: 3.19 -6.48 -1.97
C: -2.48 4.91 4.20
O: -3.35 4.07 3.50
C: -3.34 2.73 3.98
C: -4.33 2.52 5.09
N: -4.59 1.12 5.40
C: -5.76 0.99 6.28
C: -7.00 1.23 5.40
O: -8.12 0.48 5.96
C: -9.19 0.40 5.02
H: -1.43 4.48 4.32
H: -2.86 5.06 5.22
H: -2.48 5.93 3.76
H: -2.27 2.49 4.37
H: -3.64 2.09 3.19
H: -5.25 3.08 4.79
H: -3.99 2.99 6.04
H: -3.83 0.71 5.88
H: -5.81 1.47 7.25
H: -5.78 -0.08 6.60
H: -6.79 0.91 4.45
H: -7.38 2.25 5.39
H: -10.01 -0.16 5.47
H: -8.87 -0.14 4.09
H: -9.61 1.38 4.76
C: 1.14 -4.30 -3.25
O: 1.19 -5.74 -3.00
C: 0.29 -6.50 -3.79
C: 1.08 -7.43 -4.73
N: 2.06 -6.71 -5.45
C: 2.79 -7.45 -6.50
C: 2.11 -7.52 -7.85
O: 0.92 -8.35 -7.72
C: 0.27 -8.44 -9.04
H: 0.18 -3.81 -2.97
H: 1.35 -4.10 -4.34
H: 1.99 -3.95 -2.66
H: -0.33 -5.86 -4.44
H: -0.31 -7.09 -3.07
H: 0.38 -7.91 -5.38
H: 1.59 -8.17 -4.13
H: 2.63 -6.09 -4.89
H: 2.99 -8.45 -6.06
H: 3.79 -7.05 -6.63
H: 2.72 -7.85 -8.68
H: 1.74 -6.54 -8.12
H: 0.84 -9.08 -9.76
H: 0.07 -7.43 -9.42
H: -0.68 -8.88 -8.82
C: 6.75 -4.43 7.37
O: 6.33 -3.36 6.62
C: 5.37 -3.54 5.59
C: 5.21 -2.23 4.82
N: 5.29 -2.49 3.37
C: 4.90 -1.29 2.66
C: 5.40 -1.26 1.19
O: 6.89 -1.22 1.26
C: 7.51 -1.61 0.07
H: 7.26 -4.08 8.30
H: 7.41 -5.13 6.78
H: 5.86 -5.00 7.74
H: 4.48 -4.03 6.01
H: 5.86 -4.22 4.90
H: 5.95 -1.57 5.19
H: 4.30 -1.73 5.04
H: 6.24 -2.84 3.22
H: 5.26 -0.44 3.22
H: 3.78 -1.20 2.67
H: 5.04 -0.32 0.80
H: 5.15 -2.10 0.58
H: 7.20 -2.59 -0.32
H: 8.53 -1.79 0.36
H: 7.39 -0.79 -0.62
C: 3.78 5.78 -5.40
O: 3.35 4.44 -5.73
C: 3.90 3.37 -5.02
C: 3.35 2.12 -5.63
N: 1.88 2.01 -5.63
C: 1.30 2.19 -4.29
C: -0.04 1.65 -4.21
O: -0.94 2.45 -5.01
C: -2.16 1.72 -5.17
H: 3.27 6.41 -6.11
H: 4.84 5.80 -5.59
H: 3.49 6.06 -4.41
H: 3.69 3.43 -3.92
H: 5.03 3.30 -5.05
H: 3.71 1.23 -5.03
H: 3.69 2.02 -6.73
H: 1.62 2.65 -6.39
H: 1.40 3.17 -3.94
H: 1.86 1.51 -3.62
H: -0.35 1.65 -3.18
H: -0.01 0.70 -4.74
H: -2.50 1.26 -4.27
H: -1.97 0.92 -5.88
H: -2.84 2.35 -5.67
C: -4.73 -4.20 -5.62
O: -4.35 -4.13 -4.24
C: -3.17 -4.87 -4.03
C: -2.54 -4.71 -2.60
N: -3.43 -5.27 -1.54
C: -2.93 -5.19 -0.12
C: -1.85 -6.19 0.22
O: -0.62 -5.72 -0.35
C: 0.47 -6.55 -0.15
H: -4.81 -5.24 -5.90
H: -3.99 -3.65 -6.25
H: -5.72 -3.77 -5.73
H: -2.44 -4.59 -4.83
H: -3.39 -5.93 -4.24
H: -2.32 -3.65 -2.56
H: -1.65 -5.33 -2.64
H: -4.30 -4.76 -1.55
H: -3.84 -5.49 0.44
H: -2.68 -4.21 0.27
H: -2.11 -7.16 -0.23
H: -1.85 -6.30 1.30
H: 1.25 -6.19 -0.79
H: 0.14 -7.54 -0.38
H: 0.73 -6.51 0.89
C: -2.62 9.14 2.22
O: -2.03 7.84 2.11
C: -1.71 7.59 0.79
C: -1.04 6.25 0.70
N: -1.22 5.58 -0.60
C: -0.63 6.46 -1.66
C: -0.71 5.69 -3.01
O: 0.18 6.32 -3.89
C: 0.14 5.87 -5.24
H: -1.95 9.99 1.85
H: -2.97 9.37 3.27
H: -3.49 9.19 1.52
H: -1.06 8.41 0.44
H: -2.62 7.55 0.16
H: -1.54 5.76 1.58
H: 0.04 6.35 0.87
H: -0.69 4.71 -0.53
H: 0.39 6.84 -1.46
H: -1.27 7.34 -1.67
H: -1.77 5.60 -3.31
H: -0.40 4.68 -2.80
H: -0.90 5.93 -5.64
H: 0.38 4.78 -5.31
H: 0.86 6.48 -5.74
C: -0.86 -2.35 -6.13
O: 0.58 -2.16 -5.99
C: 1.30 -2.72 -7.10
C: 1.35 -1.77 -8.29
N: 1.81 -0.43 -7.86
C: 1.56 0.65 -8.79
C: 0.27 1.44 -8.75
O: -0.78 0.60 -9.21
C: -2.05 1.25 -9.20
H: -1.24 -1.62 -6.81
H: -1.29 -2.23 -5.14
H: -1.07 -3.34 -6.55
H: 0.86 -3.67 -7.40
H: 2.29 -2.82 -6.60
H: 0.40 -1.73 -8.82
H: 2.10 -2.10 -9.04
H: 1.51 -0.14 -6.93
H: 1.58 0.24 -9.79
H: 2.37 1.38 -8.82
H: 0.43 2.36 -9.34
H: 0.07 1.78 -7.74
H: -2.83 0.44 -9.05
H: -2.27 1.82 -10.10
H: -2.21 1.89 -8.36
C: -3.61 -1.37 -1.00
O: -2.68 -0.53 -1.66
C: -1.28 -0.78 -1.37
C: -0.89 -0.32 0.06
N: -1.10 1.10 0.32
C: -1.36 1.39 1.77
C: -0.47 0.80 2.76
O: 0.87 1.17 2.62
C: 1.70 0.55 3.62
H: -3.81 -1.21 0.08
H: -3.33 -2.43 -1.12
H: -4.57 -1.23 -1.55
H: -0.87 -0.22 -2.18
H: -1.12 -1.86 -1.51
H: 0.17 -0.53 0.27
H: -1.52 -0.96 0.71
H: -1.93 1.35 -0.20
H: -2.30 0.83 2.04
H: -1.52 2.50 1.74
H: -0.56 -0.33 2.65
H: -0.91 0.99 3.75
H: 1.49 0.81 4.63
H: 2.72 0.99 3.45
H: 1.65 -0.55 3.45
C: -6.63 -3.39 -1.48
C: -7.53 -3.90 -2.56
C: -7.08 -5.26 -3.06
O: -8.83 -3.76 -2.28
H: -5.64 -3.24 -2.02
H: -6.53 -4.08 -0.59
H: -6.90 -2.42 -1.10
H: -7.40 -3.29 -3.45
H: -6.00 -5.23 -3.25
H: -7.67 -5.46 -3.96
H: -7.34 -5.93 -2.27
H: -8.92 -4.12 -1.39
C: -5.48 -2.20 4.41
C: -4.24 -1.46 3.83
C: -3.36 -2.43 3.19
O: -4.60 -0.49 2.89
H: -6.22 -1.53 4.79
H: -5.14 -2.93 5.21
H: -5.96 -2.77 3.64
H: -3.72 -0.93 4.65
H: -3.91 -2.85 2.30
H: -3.29 -3.32 3.79
H: -2.34 -2.11 2.98
H: -4.78 0.25 3.54
C: 0.97 -3.30 2.29
C: 1.62 -2.99 0.92
C: 2.79 -3.93 0.59
O: 0.57 -3.12 -0.03
H: 0.54 -4.27 2.31
H: 0.19 -2.60 2.57
H: 1.71 -3.33 3.10
H: 1.94 -1.94 0.99
H: 3.65 -3.65 1.15
H: 3.00 -3.98 -0.46
H: 2.52 -4.92 0.90
H: 0.31 -4.03 -0.07
C: 6.34 2.21 1.89
C: 5.51 3.27 2.68
C: 5.35 4.64 2.02
O: 4.26 2.74 3.23
H: 7.44 2.39 1.93
H: 6.11 2.02 0.86
H: 6.27 1.27 2.41
H: 6.10 3.43 3.56
H: 5.02 5.47 2.67
H: 4.75 4.65 1.10
H: 6.38 4.93 1.81
H: 3.57 2.75 2.51
C: 2.91 2.05 -0.01
C: 1.83 3.14 -0.18
C: 2.31 4.36 -0.98
O: 0.69 2.66 -0.84
H: 3.87 2.57 -0.12
H: 2.89 1.26 -0.76
H: 2.94 1.46 0.92
H: 1.52 3.56 0.79
H: 3.44 4.38 -0.99
H: 1.99 5.34 -0.60
H: 1.92 4.25 -2.02
H: 0.24 1.95 -0.29
C: 3.00 6.80 5.43
C: 2.05 5.66 5.09
C: 1.64 5.83 3.66
O: 2.57 4.40 5.33
H: 2.43 7.69 5.51
H: 3.66 6.99 4.60
H: 3.61 6.68 6.34
H: 1.26 5.69 5.80
H: 2.53 5.89 3.00
H: 1.02 6.72 3.53
H: 1.09 5.00 3.24
H: 3.29 4.16 4.69
C: 6.37 2.50 8.15
C: 4.87 2.28 7.96
C: 4.09 2.84 9.15
O: 4.54 2.86 6.68
H: 6.65 1.86 8.98
H: 6.64 3.55 8.38
H: 6.95 2.19 7.32
H: 4.71 1.23 7.98
H: 3.00 2.62 9.15
H: 4.11 3.91 9.07
H: 4.51 2.45 10.13
H: 3.64 3.23 6.72
C: -5.43 3.34 -1.89
C: -4.13 3.60 -1.22
C: -3.02 2.88 -1.99
O: -3.95 5.02 -1.13
H: -6.13 4.06 -1.39
H: -5.91 2.42 -1.59
H: -5.45 3.42 -2.96
H: -4.18 3.26 -0.18
H: -2.94 3.31 -2.99
H: -3.35 1.85 -2.11
H: -2.04 2.95 -1.52
H: -3.00 5.25 -0.81
C: -0.60 2.54 6.69
C: -0.82 1.00 6.94
C: -1.34 0.78 8.38
O: -1.72 0.54 5.89
H: -1.57 2.95 6.84
H: -0.18 2.78 5.65
H: -0.03 2.96 7.49
H: 0.15 0.44 6.94
H: -1.88 -0.21 8.52
H: -1.96 1.55 8.78
H: -0.46 0.78 9.01
H: -1.69 -0.46 5.89
C: 0.37 -2.70 6.07
C: -1.10 -3.25 5.98
C: -1.35 -4.18 7.17
O: -1.94 -2.13 6.22
H: 0.52 -2.48 7.12
H: 0.45 -1.75 5.54
H: 1.15 -3.44 5.82
H: -1.21 -3.79 5.03
H: -0.74 -5.09 7.11
H: -2.38 -4.54 7.07
H: -1.19 -3.60 8.10
H: -2.63 -2.39 6.81
C: -6.11 7.63 2.58
C: -5.41 6.49 1.91
C: -6.12 5.16 1.90
O: -5.08 7.03 0.61
H: -5.67 8.59 2.58
H: -6.28 7.42 3.71
H: -7.16 7.77 2.17
H: -4.44 6.33 2.36
H: -5.44 4.47 1.36
H: -7.15 5.30 1.45
H: -6.24 4.93 2.97
H: -4.73 6.27 0.08

For the max |F|, the calculation gives 4.41 eV Å⁻¹. The energy above the lowest of the compared OMol25 structures with the same formula, charge and spin comes out at 63.20 kcal per mole. The HOMO energy is -8.043 eV. The orbital gap comes out at 8.2 eV. The LUMO energy comes out at 0.198 eV.